Entry 1:
{"formula": "C31H41NOP2SiV", "method": "ωB97M-V/def2-TZVPD", "largest_force_ev_per_a": 4.04, "spin_multiplicity": 2, "homo_lumo_gap_ev": [5.900, 5.742], "lumo_energy_ev": [0.13, -0.12], "s_squared": 0.82, "e_above_lowest_kj_mol": 370.02, "elements": ["V", "Si", "P", "N", "H", "C", "H", "H", "H", "C", "H", "H", "H", "C", "H", "H", "H", "C", "H", "H", "H", "H", "H", "C", "C", "C", "C", "C", "C", "H", "H", "H", "H", "H", "C", "O", "C", "H", "H", "H", "C", "H", "H", "H", "C", "C", "C", "C", "C", "C", "P", "C", "C", "C", "C", "C", "C", "C", "C", "C", "C", "C", "C", "H", "H", "H", "H", "H", "H", "H", "H", "H", "H", "H", "H", "H", "H", "H"], "positions_angstrom": [[-0.082, 0.153, -0.887], [0.477, -1.779, -2.240], [1.293, 1.854, -2.715], [-1.663, 0.656, -1.319], [2.272, 1.795, -1.507], [1.424, 3.702, -2.784], [1.671, 4.030, -3.817], [2.222, 4.004, -2.082], [0.469, 4.139, -2.447], [2.638, 1.251, -3.829], [2.797, 1.970, -4.651], [2.362, 0.270, -4.236], [3.554, 1.146, -3.231], [-0.207, 1.577, -3.761], [-0.076, 2.142, -4.701], [-1.131, 1.926, -3.276], [-0.365, 0.519, -4.030], [2.162, -2.541, -2.612], [2.683, -2.761, -1.676], [2.777, -1.855, -3.203], [2.027, -3.477, -3.172], [-0.194, -2.927, -1.592], [-0.077, -1.687, -3.615], [-2.963, 0.680, -1.541], [-5.218, 1.519, -1.100], [-3.841, 1.658, -0.975], [-3.531, -0.382, -2.308], [-4.908, -0.499, -2.407], [-5.764, 0.436, -1.809], [-5.888, 2.216, -0.598], [-3.379, 2.449, -0.373], [-2.844, -1.120, -2.734], [-5.331, -1.351, -2.925], [-6.849, 0.299, -1.834], [3.297, 0.444, -0.225], [2.408, -0.297, -0.678], [3.106, 1.381, 0.893], [3.968, 2.052, 0.989], [3.108, 0.869, 1.877], [2.231, 2.024, 0.702], [4.726, 0.266, -0.676], [5.189, 1.256, -0.698], [4.796, -0.242, -1.639], [5.229, -0.384, 0.025], [-1.139, 2.767, 4.546], [-0.527, 3.156, 3.352], [-0.242, 2.213, 2.361], [-0.532, 0.857, 2.593], [-1.152, 0.466, 3.794], [-1.457, 1.424, 4.764], [-0.124, -0.395, 1.333], [1.251, -1.319, 2.118], [1.836, -2.372, 1.383], [2.989, -2.995, 1.865], [3.517, -2.617, 3.105], [2.902, -1.619, 3.855], [1.785, -0.970, 3.365], [-1.626, -1.459, 1.402], [-1.543, -2.847, 1.268], [-2.701, -3.596, 1.086], [-3.948, -2.974, 1.058], [-4.044, -1.586, 1.225], [-2.886, -0.835, 1.430], [-1.368, 3.511, 5.308], [-0.275, 4.205, 3.200], [0.192, 2.539, 1.410], [-1.410, -0.574, 3.985], [-1.942, 1.121, 5.690], [1.395, -2.720, 0.443], [3.468, -3.773, 1.264], [4.422, -3.100, 3.468], [3.319, -1.331, 4.820], [1.327, -0.188, 3.981], [-0.575, -3.333, 1.295], [-2.637, -4.668, 0.960], [-4.864, -3.549, 0.896], [-5.018, -1.074, 1.191], [-2.970, 0.254, 1.601]], "mulliken_charge": [0.365, 1.182, 1.527, -0.258, -0.797, -1.343, 0.391, 0.372, 0.337, -1.320, 0.476, 0.211, 0.269, -1.243, 0.477, 0.256, 0.222, -0.954, 0.120, 0.172, 0.431, -0.476, -0.367, -0.196, -0.494, -0.290, -0.118, -0.551, -0.507, 0.348, 0.408, 0.309, 0.377, 0.354, 0.514, 0.293, -0.695, 0.545, 0.178, 0.000, -2.010, 0.472, 0.330, 0.374, -0.600, -0.661, -0.516, 0.201, -0.149, -0.756, 1.805, 0.948, -0.142, -1.018, -0.763, -0.601, -0.669, 0.680, -0.400, -0.755, -0.633, -0.626, -0.331, 0.382, 0.423, 0.217, 0.491, 0.412, 0.142, 0.423, 0.381, 0.396, 0.268, 0.314, 0.445, 0.374, 0.348, 0.281]}

***

Entry 2:
{"formula": "C31H41O2Si", "method": "ωB97M-V/def2-TZVPD", "largest_force_ev_per_a": 3.92, "homo_lumo_gap_ev": 6.081, "lumo_energy_ev": -4.65, "total_charge": 1, "e_above_lowest_kj_mol": 100.87, "elements": ["C", "C", "C", "Si", "C", "C", "C", "C", "C", "C", "O", "C", "C", "C", "H", "H", "H", "H", "H", "H", "H", "H", "H", "H", "H", "H", "H", "H", "H", "H", "H", "H", "H", "H", "H", "H", "H", "H", "H", "H", "C", "C", "C", "C", "O", "C", "C", "C", "C", "C", "C", "C", "C", "C", "C", "C", "C", "C", "C", "C", "H", "H", "H", "H", "H", "H", "H", "H", "H", "H", "H", "H", "H", "H", "H"], "positions_angstrom": [[1.532, -3.547, -1.908], [1.208, -2.051, -1.825], [2.273, -1.169, -2.481], [0.964, -1.520, -0.063], [0.633, 0.307, 0.080], [0.291, 0.661, 1.522], [-0.463, 0.763, -0.898], [-0.335, -2.525, 0.780], [0.202, -3.914, 1.181], [-1.624, -2.612, -0.081], [2.438, -1.828, 0.748], [2.912, -1.168, 1.811], [4.287, -0.568, 1.660], [2.443, -1.345, 3.188], [1.640, -3.866, -2.957], [2.470, -3.784, -1.381], [0.738, -4.166, -1.472], [0.246, -1.878, -2.336], [2.382, -1.420, -3.548], [2.007, -0.104, -2.422], [3.254, -1.300, -1.997], [1.582, 0.786, -0.215], [0.397, 1.742, 1.678], [-0.736, 0.363, 1.772], [0.953, 0.173, 2.247], [-0.569, 1.861, -0.845], [-0.251, 0.491, -1.947], [-1.439, 0.327, -0.629], [-0.595, -1.971, 1.700], [-0.531, -4.466, 1.801], [0.454, -4.524, 0.294], [1.129, -3.841, 1.772], [-2.482, -2.955, 0.537], [-1.928, -1.644, -0.534], [-1.496, -3.330, -0.921], [4.649, -0.445, 2.698], [5.014, -1.220, 1.121], [4.302, 0.436, 1.182], [3.128, -0.668, 3.742], [2.797, -2.390, 3.357], [-4.118, 2.388, 9.966], [-2.719, 2.329, 9.933], [-1.999, 2.374, 8.723], [-2.734, 2.512, 7.532], [-2.113, 2.643, 6.286], [-1.211, 1.668, 5.819], [-1.690, 0.593, 5.071], [-0.783, -0.379, 4.656], [0.566, -0.326, 4.918], [1.321, -1.578, 4.445], [2.140, -2.271, 5.585], [2.546, -3.589, 5.369], [3.612, -4.150, 6.085], [4.235, -3.454, 7.131], [3.725, -2.197, 7.464], [2.664, -1.628, 6.719], [1.054, 0.805, 5.592], [0.162, 1.795, 6.056], [-4.127, 2.595, 7.541], [-4.805, 2.513, 8.752], [-4.669, 2.354, 10.918], [-2.167, 2.243, 10.871], [-0.904, 2.340, 8.720], [-2.744, 0.491, 4.844], [-1.171, -1.264, 4.165], [0.589, -2.347, 4.086], [2.003, -4.149, 4.599], [3.936, -5.152, 5.829], [5.063, -3.916, 7.692], [4.141, -1.647, 8.310], [2.250, -0.688, 7.063], [2.108, 0.921, 5.830], [0.518, 2.658, 6.638], [-4.644, 2.726, 6.590], [-5.889, 2.561, 8.739]], "mulliken_charge": [-1.507, 0.712, -1.522, 0.095, 1.082, -1.382, -1.576, 1.756, -1.338, -1.332, -0.382, 0.679, -1.449, -1.385, 0.472, 0.270, 0.263, 0.394, 0.440, 0.341, 0.273, 0.475, 0.593, 0.259, -0.158, 0.462, 0.332, 0.257, -0.598, 0.406, 0.254, 0.199, 0.435, 0.254, 0.269, 0.497, 0.321, 0.315, 0.586, 0.331, -0.625, -0.414, -0.375, 0.587, -0.506, -0.144, -0.709, -0.389, -0.095, 0.723, -0.166, -0.286, -0.623, -0.560, -0.699, -0.460, 0.143, -0.766, -0.438, -0.327, 0.369, 0.340, 0.344, 0.491, 0.355, 0.488, 0.411, 0.404, 0.382, 0.407, 0.665, 0.774, 0.531, 0.405, 0.365]}

***

Entry 3:
{"formula": "C31H42BrN3P2Pb", "method": "ωB97M-V/def2-TZVPD", "largest_force_ev_per_a": 4.38, "homo_lumo_gap_ev": [4.059, 3.007], "lumo_energy_ev": [-13.71, -14.76], "total_charge": 4, "e_above_lowest_kj_mol": 0.00, "elements": ["C", "C", "C", "C", "N", "C", "C", "C", "C", "C", "C", "C", "C", "C", "Pb", "P", "H", "H", "H", "H", "H", "H", "H", "H", "C", "C", "H", "H", "H", "H", "H", "C", "C", "H", "H", "H", "H", "H", "C", "C", "H", "H", "H", "H", "H", "Br", "P", "C", "C", "H", "H", "H", "H", "H", "C", "C", "H", "H", "H", "H", "H", "C", "C", "H", "H", "H", "H", "H", "N", "C", "C", "C", "C", "C", "N", "C", "H", "H", "H", "H"], "positions_angstrom": [[1.108, 0.564, -7.218], [0.295, 1.269, -6.289], [-0.498, 2.318, -6.829], [-0.377, 2.664, -8.177], [0.435, 2.020, -9.009], [1.152, 0.987, -8.561], [0.253, 1.014, -4.885], [0.371, 0.804, -3.656], [1.246, 0.483, -2.472], [1.020, -0.774, -1.813], [1.582, -1.007, -0.537], [2.234, 0.044, 0.126], [2.486, 1.256, -0.522], [1.923, 1.502, -1.773], [-0.913, 0.979, -1.723], [-1.412, -1.565, 1.518], [-1.191, 2.878, -6.200], [1.713, -0.293, -6.934], [-0.958, 3.499, -8.584], [1.795, 0.477, -9.294], [2.014, 2.484, -2.247], [0.543, -1.600, -2.349], [3.080, 2.019, -0.016], [1.508, -1.976, -0.064], [-1.798, -2.123, 3.250], [-3.250, -2.403, 3.592], [-1.393, -1.323, 3.882], [-1.177, -3.013, 3.431], [-3.319, -2.766, 4.621], [-3.873, -1.506, 3.520], [-3.674, -3.177, 2.946], [-3.086, -1.249, 0.748], [-3.290, -1.820, -0.655], [-3.194, -0.156, 0.729], [-3.856, -1.618, 1.435], [-3.957, -1.180, -1.241], [-2.356, -1.925, -1.221], [-3.760, -2.804, -0.593], [-0.982, -3.240, 0.826], [-2.010, -4.329, 1.108], [-0.010, -3.480, 1.292], [-0.786, -3.132, -0.253], [-1.736, -5.227, 0.542], [-2.030, -4.596, 2.169], [-3.019, -4.034, 0.800], [2.432, -0.053, 1.959], [-1.114, 3.609, 2.159], [-2.349, 2.318, 2.473], [-3.463, 2.869, 3.396], [-1.861, 1.459, 2.963], [-2.767, 1.963, 1.520], [-4.371, 2.265, 3.348], [-3.142, 2.879, 4.443], [-3.743, 3.896, 3.134], [0.361, 3.154, 3.126], [0.825, 4.364, 3.949], [1.144, 2.766, 2.459], [0.080, 2.329, 3.798], [1.601, 4.077, 4.660], [1.225, 5.148, 3.297], [-0.013, 4.783, 4.522], [-0.683, 4.043, 0.442], [-1.619, 5.147, -0.088], [-0.669, 3.142, -0.185], [0.343, 4.458, 0.461], [-1.329, 5.492, -1.078], [-2.655, 4.814, -0.168], [-1.590, 6.008, 0.581], [3.955, -6.991, 2.697], [4.159, -5.936, 2.231], [4.422, -4.647, 1.639], [5.699, -4.088, 1.622], [5.907, -2.846, 1.044], [4.789, -2.189, 0.493], [3.591, -2.761, 0.466], [3.366, -3.929, 1.051], [6.526, -4.649, 2.067], [6.873, -2.355, 0.998], [4.879, -1.185, 0.058], [2.338, -4.302, 1.042]], "mulliken_charge": [-0.447, 0.622, -0.501, -0.373, -0.415, -0.322, 1.840, -1.785, 0.572, -0.642, -0.127, -0.609, -0.475, -0.616, 1.003, 0.972, 0.373, 0.423, 0.383, 0.394, 0.540, 0.628, 0.709, 0.720, -0.736, -1.407, 0.564, 0.518, 0.396, 0.354, 0.358, -0.128, -1.600, 0.094, 0.466, 0.384, 0.359, 0.365, -0.558, -1.413, 0.470, 0.451, 0.427, 0.339, 0.287, 0.093, 0.160, 0.471, -1.418, -0.045, 0.109, 0.407, 0.390, 0.417, -0.058, -1.305, 0.087, 0.370, 0.400, 0.366, 0.394, 1.190, -1.426, -1.135, 0.414, 0.411, 0.402, 0.430, -0.372, -0.180, 0.180, -0.100, -0.864, -0.064, -0.184, -0.238, 0.514, 0.422, 0.351, 0.555]}